Entry from the Open Molecules 2025 dataset: an isolated ion of composition C7H12F3O3P and charge -2 at a distorted geometry (wB97M-V/def2-TZVPD).

Properties
Net charge: -2
E_HOMO in eV: 0.16
Strongest force on any atom in eV/A: 4.4

Element x y z (Å)
C -0.13842 0.62779 -2.45018
C -0.01162 1.15843 -0.99651
C 0.25823 -0.00628 0.07329
C 0.33486 0.58394 1.50073
C 1.60623 1.23991 1.93410
C -0.96553 -1.05350 0.13233
C -2.44883 -0.53130 0.03434
F -2.83694 0.69435 0.38119
F -3.23061 -1.35913 0.80231
F -3.01270 -0.71885 -1.25760
P 1.56311 -1.52815 -0.03486
O 3.01420 -1.01668 -0.13068
O 1.16185 -2.35939 1.20705
O 1.11755 -2.13955 -1.34805
H -0.24261 1.42870 -3.27673
H 0.80987 0.09017 -2.72867
H -1.00967 -0.08616 -2.56365
H 0.78341 1.90674 -1.00840
H -1.00194 1.54190 -0.66548
H -0.60048 1.23371 1.63724
H 0.51694 -0.34343 2.17736
H 2.39604 0.45962 1.64198
H 1.83479 2.16781 1.43393
H 1.67194 1.29230 3.00750
H -0.77728 -1.50260 1.08297
H -0.79240 -1.78035 -0.58550

Results of the Mulliken charge analysis, in e, for atoms 1 through 2: number 1, C, carries -1.06; number 2, C, carries -0.59

Entry from the Open Molecules 2025 dataset: an isolated molecule of C7H12IN at a distorted geometry (wB97M-V/def2-TZVPD).

Properties
E_HOMO (spin up / spin down) in eV: -8.21 / -7.64
Strongest force on any atom in eV/A: 3.1

Element x y z (Å)
C -1.32399 -1.32086 1.14003
C -0.37231 -2.17334 1.65638
C -1.11269 -0.09489 0.30286
C 0.91093 -1.02867 -0.70620
C 0.23503 0.23435 -0.23883
C 1.08561 1.05511 0.80838
C -0.00035 1.12531 -1.50465
N 0.96730 -1.98000 1.67148
I 2.24115 -3.55511 1.68310
H -2.36286 -1.66427 1.26904
H -0.65975 -3.15856 1.88384
H -1.68456 -0.24843 -0.62069
H -1.58454 0.87048 0.73394
H 0.14955 -1.65789 -0.97288
H 1.93551 -1.22504 -1.09999
H 0.42472 1.81638 1.19522
H 2.05520 1.29581 0.42095
H 1.35017 0.34650 1.63671
H 0.95816 1.16245 -2.01849
H -0.51421 2.08066 -1.22660
H -0.68461 0.60080 -2.04686

Results of the Mulliken charge analysis, in e, for atoms 1 through 2: number 1, C, carries -0.60; number 2, C, carries -0.06

Entry from the Open Molecules 2025 dataset: a 2-piece molecular cluster, C7H12INO2 overall at a distorted geometry (wB97M-V/def2-TZVPD).

Properties
E_HOMO in eV: -9.04
Strongest force on any atom in eV/A: 2.0

Element x y z (Å)
C 2.34200 -1.72012 1.54851
C 2.05941 -0.63664 0.48345
I 3.97837 0.33397 0.03206
C 1.13631 0.47173 0.94403
C -0.36605 0.08335 0.91535
O -0.46449 -1.31670 0.59489
C -1.56659 -1.91403 1.01290
O -2.38101 -1.46626 1.73956
H 1.73301 -1.59451 2.43753
H 2.12547 -2.68503 1.10542
H 3.37863 -1.70698 1.85071
H 1.76103 -1.10139 -0.44127
H 1.41951 0.85504 1.91642
H 1.24477 1.30380 0.25812
H -0.85713 0.68281 0.14922
H -0.76953 0.33800 1.88802
H -1.68639 -2.93138 0.62584
C -2.55722 2.24684 -3.14680
C -1.44679 2.01938 -2.23593
N -0.57105 1.83970 -1.51590
H -3.51102 2.06500 -2.65341
H -2.55945 3.27298 -3.51113
H -2.49589 1.58574 -4.00992

Results of the Mulliken charge analysis, in e, for atoms 1 through 2: number 1, C, carries -1.02; number 2, C, carries -0.25

Entry from the Open Molecules 2025 dataset: C7H12LiO2P as an isolated structure at a distorted geometry (wB97M-V/def2-TZVPD).

Properties
E_HOMO in eV: -6.18
Strongest force on any atom in eV/A: 1.4

Element x y z (Å)
O -3.86018 0.15406 0.20982
O -3.17190 1.26390 0.77485
C -1.81521 1.10521 0.31348
P -0.82205 -0.02403 1.54178
C 0.60445 -0.10768 0.21044
C 1.80596 0.56436 0.40251
C 2.78439 0.47545 -0.57187
C 2.58492 -0.23072 -1.74113
C 1.39258 -0.90346 -1.96897
C 0.41066 -0.82586 -0.94778
H -4.79989 0.37731 0.24810
H -1.31597 2.08134 0.22176
H -1.90752 0.65427 -0.68751
H -0.16351 1.18001 2.09946
H -1.85154 0.12367 2.55579
H -1.43607 -1.23832 0.99479
H -0.00145 -0.84919 2.44970
H 1.98710 1.15842 1.29798
H 3.74229 0.97649 -0.42272
H 3.34436 -0.26959 -2.52221
H 1.18085 -1.46320 -2.88049
H -0.56425 -1.31399 -1.05098
Li 1.87194 -2.88845 -0.52679

Results of the Mulliken charge analysis, in e, for atoms 1 through 2: number 1, O, carries -0.34; number 2, O, carries -0.21

Entry from the Open Molecules 2025 dataset: a 2-piece molecular cluster, C7H12N overall at a distorted geometry (wB97M-V/def2-TZVPD).

Properties
Net charge: +1
E_HOMO in eV: -13.23
Strongest force on any atom in eV/A: 5.1

Element x y z (Å)
C -2.74415 -0.51095 -0.06811
C -1.70125 0.14810 -0.56651
C 1.92953 0.46128 -0.26989
C 1.53286 1.81209 -0.76593
C -0.16669 1.21327 1.53814
C -0.67055 0.63669 0.24272
C 0.63091 1.10902 0.27583
N 0.22762 -2.79313 -0.16301
H -3.56313 -0.94951 -0.64707
H -2.77963 -0.61776 1.06190
H -1.42100 0.17737 -1.61254
H 1.59547 -0.36983 -0.79590
H 2.73154 0.42156 0.47505
H 1.94121 2.74591 -0.54197
H 1.35137 2.01900 -1.74783
H -0.44784 2.25492 1.74257
H 0.10095 0.66973 2.43048
H 0.64287 -3.74918 -0.31926
H 0.55457 -2.39935 0.67848
H 0.25535 -2.27922 -0.94716

Results of the Mulliken charge analysis, in e, for atoms 1 through 2: number 1, C, carries -0.53; number 2, C, carries -0.01

Entry from the Open Molecules 2025 dataset: a 2-piece molecular cluster, C7H12N2 overall at a distorted geometry (wB97M-V/def2-TZVPD).

Properties
E_HOMO in eV: -7.48
Strongest force on any atom in eV/A: 7.5

Element x y z (Å)
C 1.50698 0.18561 0.97962
C 0.91042 -0.88143 -0.07252
C 1.83295 -0.47726 -1.10227
C -1.37294 -1.61052 -0.13161
C -2.66551 -0.82383 -0.07967
C -2.41728 0.61450 -0.15448
C -1.04089 0.58756 -0.38579
H 1.25317 -0.15073 2.18503
H 1.20326 1.26768 1.02176
H 2.71137 0.41353 1.15235
H 1.02918 -1.85283 0.23604
H 3.00740 -0.48002 -0.93106
H 1.62327 -1.38471 -1.78037
H 1.78527 0.60023 -1.68293
H -1.14852 -2.42066 0.58598
H -3.57328 -1.18473 0.41436
H -3.12470 1.64284 -0.07582
H 0.11492 2.27811 1.39573
H -0.85365 2.56442 -0.61398
N -0.47060 -0.63288 -0.34319
N -0.31081 1.74514 -0.61717

Results of the Mulliken charge analysis, in e, for atoms 1 through 2: number 1, C, carries -1.16; number 2, C, carries 0.17

Entry from the Open Molecules 2025 dataset: a 2-piece molecular cluster, C7H12N2 overall at a distorted geometry (wB97M-V/def2-TZVPD).

Properties
E_HOMO in eV: -9.54
Strongest force on any atom in eV/A: 2.4

Element x y z (Å)
H 0.29557 1.66725 1.96522
N -0.14264 1.67713 1.04558
C -0.92019 0.69944 0.81738
C -1.27020 -0.37418 1.80653
C -1.48724 0.65359 -0.54459
C -2.27563 -0.32843 -0.99382
H -0.93063 -0.10514 2.80648
H -0.78803 -1.31496 1.54050
H -2.33477 -0.59704 1.83834
H -1.39034 1.58932 -1.07841
H -2.42648 -1.25108 -0.45932
H -2.89145 -0.19211 -1.86780
H 2.09292 -1.99940 0.88258
N 1.24355 -1.99595 0.31369
C 1.15484 -1.08092 -0.54108
C 2.19526 -0.06911 -0.92732
C 2.12622 1.17099 -1.39109
H 0.33065 -1.11737 -1.24598
H 3.17035 -0.41220 -0.58312
H 1.25160 1.58644 -1.86388
H 2.99666 1.79373 -1.51988

Results of the Mulliken charge analysis, in e, for atoms 1 through 2: number 1, H, carries 0.23; number 2, N, carries -0.63

Entry from the Open Molecules 2025 dataset: an isolated molecule of C7H12N2 at a distorted geometry (wB97M-V/def2-TZVPD).

Properties
E_HOMO in eV: -7.85
Strongest force on any atom in eV/A: 9.8

Element x y z (Å)
N -0.86289 1.77329 -1.75769
C -0.26751 1.07189 -0.55060
C 1.26840 1.14064 -0.02527
C 1.72733 -0.34164 0.48776
C 1.07363 -1.33855 1.56137
C 0.55325 -1.27256 0.00066
C -0.77282 -0.50903 -0.33867
N -1.71435 -1.13138 -1.10160
C -0.95723 0.70725 0.72570
H -0.27897 1.21692 -2.48530
H -1.77124 1.78272 -1.90349
H 1.17319 1.75385 1.00609
H 2.04622 1.50369 -0.81915
H 2.68982 -0.58400 0.18849
H 1.67482 -2.22369 1.94832
H 0.54368 -0.79827 2.51192
H 0.87458 -2.12702 -0.53160
H -2.38612 -0.37903 -1.51628
H -2.37547 -1.65856 -0.31248
H -2.06535 0.81853 1.24963
H -0.17297 0.59494 1.66216

Results of the Mulliken charge analysis, in e, for atoms 1 through 2: number 1, N, carries -0.69; number 2, C, carries 0.41

Entry from the Open Molecules 2025 dataset: C7H12N2 as an isolated structure at a distorted geometry (wB97M-V/def2-TZVPD).

Properties
E_HOMO in eV: -8.40
Strongest force on any atom in eV/A: 6.1

Element x y z (Å)
C 2.74756 -0.66204 0.06064
C 1.53784 0.43033 0.04557
C 1.52736 1.52204 -0.64856
C 0.34384 -0.18681 0.55148
C -0.94707 0.48759 0.53756
C -0.30781 -1.27401 -0.44825
C -3.50806 0.50575 -0.03841
H 2.64066 -1.60509 -0.92020
H 3.01762 -1.33301 1.05390
H 3.87417 -0.20822 0.03279
H 2.39301 1.80487 -1.06051
H 0.61189 2.14348 -0.68757
H 0.73010 -0.56079 1.55693
H -1.68093 0.56855 1.41337
H -1.02260 1.68684 -0.00446
H 0.42502 -1.54711 -1.19585
H -0.54888 -2.37217 -0.00837
H -3.08788 1.64484 0.33595
H -4.54112 -0.07279 0.31406
N -1.40794 -0.35980 -0.51276
N -2.79680 -0.61244 -0.37730

Results of the Mulliken charge analysis, in e, for atoms 1 through 2: number 1, C, carries -1.02; number 2, C, carries 0.29

Entry from the Open Molecules 2025 dataset: an isolated ion of composition C7H12N2 and charge +2 at a distorted geometry (wB97M-V/def2-TZVPD).

Properties
Net charge: +2
E_HOMO (spin up / spin down) in eV: -18.10 / -18.10
Strongest force on any atom in eV/A: 5.1

Element x y z (Å)
C -2.83015 -2.17121 -0.04121
N -1.93652 -1.19111 0.15617
C -2.25283 0.20684 0.13269
N -1.17184 0.78993 0.29453
C 0.00779 -0.06670 0.31215
C 1.31948 0.59098 0.21071
C 2.44850 -0.33460 -0.04889
C 1.38959 2.01005 -0.37645
C -0.55098 -1.30706 0.30919
H -3.81205 -1.93598 -0.32120
H -2.58994 -3.23320 -0.29059
H -3.30223 0.68866 -0.00990
H -0.95070 1.71626 0.10852
H 1.57111 0.90621 1.36823
H 2.40434 -0.88200 -1.04780
H 2.77853 -1.15481 0.67792
H 3.36195 0.32508 -0.14173
H 2.25192 2.64014 0.13599
H 0.48189 2.69594 -0.16986
H 1.45532 1.96216 -1.51126
H -0.07318 -2.25559 0.25279

Results of the Mulliken charge analysis, in e, for atoms 1 through 2: number 1, C, carries 0.09; number 2, N, carries 0.17

Entry from the Open Molecules 2025 dataset: a 2-piece molecular cluster, C7H12N2O overall at a distorted geometry (wB97M-V/def2-TZVPD).

Properties
E_HOMO in eV: -9.47
Strongest force on any atom in eV/A: 1.6

Element x y z (Å)
C -0.40942 1.53279 -1.98757
C 0.47617 0.32354 -1.72178
C 0.35384 -0.30193 -0.31639
C -1.07292 -0.68971 -0.06236
N -2.14864 -1.11425 0.05357
C 0.80261 0.62371 0.80618
C 1.68658 0.01022 1.59111
C 1.93401 -1.39642 1.13358
N 1.26655 -1.43223 -0.16710
H -0.22032 1.91673 -2.99828
H -1.47743 1.27814 -1.92322
H -0.20451 2.34841 -1.27966
H 0.27807 -0.46657 -2.46151
H 1.53583 0.59811 -1.82290
H 0.41952 1.63695 0.91532
H 2.22483 0.47137 2.41867
H 1.52144 -2.12021 1.85991
H 3.00945 -1.61547 1.03435
H 0.87391 -2.32964 -0.42228
O -3.86725 0.52453 1.88572
H -4.02175 -0.22866 1.26669
H -2.96060 0.43058 2.19792

Results of the Mulliken charge analysis, in e, for atoms 1 through 2: number 1, C, carries -1.13; number 2, C, carries -0.84

Question: strongest force on any atom of number 3 (C7H12INO2)?
Answer: 2.0 eV/A